(1)
Entry from the OMol25 dataset: a cluster of 3 separate species, C19H24BBrF5N6O2 in total at a distorted geometry (ωB97M-V/def2-TZVPD).

XYZ file:
```
58
Properties=species:S:1:pos:R:3:forces:R:3:mulliken_charge:R:1
Br -0.227774 -4.391689 2.011579 -0.3 3.4 1.2 0.043
F 1.495736 2.731489 -6.596965 -0.1 0.1 -0.1 -0.298
F -0.543865 -1.797053 -0.780948 0.2 -0.3 0.6 -0.170
F -3.677616 2.452592 1.261181 4.2 -2.0 2.4 -0.266
F -1.942283 0.822046 1.121662 -1.5 3.5 3.4 -0.187
F -1.559123 3.019974 2.203689 -2.8 -4.4 -0.5 -0.268
O -3.860161 -2.453181 2.528767 4.7 1.0 1.0 -0.513
O -4.348762 0.479204 3.162640 1.7 1.7 1.6 -0.497
N 0.855587 -1.486729 2.678555 -4.8 0.3 1.8 -0.302
N 1.056648 0.987897 3.507372 -0.8 -1.2 -0.3 -0.035
N -1.121698 -0.423477 3.747448 4.9 0.9 -1.5 0.067
N -1.426169 -1.720989 3.366612 1.9 -3.2 -1.9 0.374
N -2.872503 -3.583918 4.603379 2.5 1.2 -2.7 -0.621
N 3.418761 -0.515365 1.172025 -1.6 0.2 1.0 -0.623
C 3.678232 1.861056 -6.395692 0.0 0.0 0.0 -0.392
C 4.133541 0.223134 -4.679038 0.0 0.0 0.0 -0.526
C 2.530894 1.107440 3.086031 1.4 -0.3 0.3 -0.563
C 1.909036 1.135096 -4.911107 -0.1 0.1 0.0 -0.124
C -1.404248 0.144972 -1.805489 0.1 -0.1 0.1 -0.189
C 0.337517 -0.193053 3.323701 -1.7 -2.7 -0.5 0.197
C 2.801961 0.280623 -4.264888 0.2 0.2 -0.3 -0.355
C -0.776909 -1.783609 -3.127640 0.0 -0.1 0.1 -0.495
C -1.158309 -1.111944 -4.289096 -0.1 0.3 0.3 -0.346
C -1.654507 0.191471 -4.207396 0.0 -0.1 0.0 -0.758
C -0.280142 -2.486145 2.711153 1.0 7.0 2.2 0.021
C -1.775213 0.820947 -2.967590 0.1 -0.4 -0.2 -0.479
C 2.767835 0.849850 1.475312 -0.4 -0.6 -0.7 -0.142
C -2.044411 0.569030 4.419764 -1.2 -0.1 0.8 -0.844
C -2.510603 1.861163 2.017046 -1.5 1.6 -2.4 0.561
C -3.127231 1.297173 3.427414 -0.9 0.9 0.7 -0.041
C -0.905665 -1.149796 -1.896642 -0.4 0.8 -1.4 0.312
C 2.354752 1.914993 -5.972434 0.7 -0.7 0.5 0.166
C 4.574203 1.014868 -5.742406 -0.4 -0.1 0.2 -0.414
B -2.702571 -2.534358 3.477815 -4.4 -1.7 -0.1 0.378
H -1.453599 1.404211 5.034904 -0.9 -2.1 -1.7 0.366
H 3.102979 0.307174 3.762137 -1.1 1.6 -1.7 0.310
H -2.065079 -3.465016 5.257200 -0.9 -0.3 -0.5 0.292
H -3.598289 -1.899364 1.718562 -0.7 -1.0 1.7 0.329
H -4.972881 0.727828 3.916276 1.1 -0.6 -1.6 0.379
H -2.661031 -4.495886 4.096717 -0.9 1.1 1.0 0.269
H -2.157810 1.836937 -2.906873 0.1 -0.2 0.0 0.403
H 1.710551 0.824289 0.924590 2.2 0.5 1.3 0.035
H 0.637855 1.859464 3.943903 0.4 -1.9 -0.9 0.288
H 4.831668 -0.440028 -4.172671 -0.1 0.1 -0.1 0.364
H -0.381666 -2.793181 -3.172369 0.0 0.1 0.0 0.432
H -1.947678 0.716599 -5.113963 0.1 -0.1 0.2 0.408
H 2.671584 -1.120509 0.723455 1.4 0.9 1.0 0.284
H 5.612842 0.971177 -6.060637 -0.2 0.0 0.0 0.361
H 4.000439 2.477124 -7.228815 -0.1 0.0 0.1 0.413
H -2.671395 -0.020832 5.246445 1.3 1.2 -1.9 0.356
H -1.499831 0.615939 -0.832770 0.1 -0.1 -0.4 0.519
H -1.068874 -1.601541 -5.255660 0.0 0.1 0.2 0.380
H 2.460338 -0.339569 -3.439686 0.0 0.1 -0.1 0.406
H 3.665910 -0.973263 2.089782 -0.4 0.5 -1.5 0.263
H 2.989998 2.157601 3.420169 -1.6 -2.2 -0.7 0.317
H 0.872675 1.198908 -4.596446 0.1 0.0 -0.1 0.415
H -3.527773 2.253477 4.019162 1.3 -1.8 -1.5 0.461
H 3.454128 1.664750 0.960772 -1.6 -1.4 1.5 0.280
```
Forces are in eV/Å.

Computed properties:
- total charge = +1
- Kohn-Sham gap (eV) = 6.26
- E_tot (eV) = -117422.2137
- highest occupied orbital energy (eV) = -10.60

---

(2)
Entry from the OMol25 dataset: a structure of composition C20H33Br3ClN2O4P at a distorted geometry (ωB97M-V/def2-TZVPD).

XYZ file:
```
64
Properties=species:S:1:pos:R:3:forces:R:3:mulliken_charge:R:1
Br -6.112868 -3.556087 -0.151325 0.0 0.0 0.0 -0.020
Br -6.640370 -0.472439 -0.725113 -0.1 0.0 0.0 0.000
Br -5.017154 -1.340018 1.852947 0.0 0.0 0.1 0.003
Cl 2.959582 3.581276 3.714512 0.1 -0.1 0.2 0.044
P 0.855874 0.229597 2.238981 -0.8 0.9 0.2 0.296
O 2.786749 2.236869 4.731893 0.1 0.7 -0.3 -0.343
O 1.732548 0.357720 4.928451 -0.6 -0.9 1.0 -0.452
O 2.392786 3.637660 -1.062512 0.0 -0.3 -0.6 -0.530
O 3.234762 0.975578 0.271116 0.3 0.2 -0.3 -0.211
N -0.363691 1.158822 2.524270 0.1 -0.3 0.2 -0.774
N 2.321018 0.955012 2.777744 0.2 -0.7 0.4 0.759
C -0.542056 1.557353 -0.450302 -0.2 0.1 -0.6 -1.041
C -0.994515 -2.231889 -0.494671 -0.3 0.0 0.8 2.436
C -1.527435 -3.495826 -1.169484 0.5 0.0 0.0 -2.009
C 2.210516 1.136823 4.185329 0.3 0.4 -0.8 0.644
C -6.412256 -1.819575 0.623338 0.0 0.0 0.0 -0.344
C 0.435546 -1.928921 -0.931273 0.1 -0.2 -0.1 -1.157
C 3.536921 0.117370 2.554507 0.1 0.3 -0.3 -1.044
C 3.811018 2.283657 0.368680 0.0 -0.6 0.0 -0.134
C -0.934560 -2.564498 1.009388 0.3 0.5 -0.2 -1.766
C 0.489947 2.467014 -0.257018 -0.3 -0.3 -0.5 -0.432
C -0.753713 0.916050 -1.680941 0.7 0.2 0.2 -0.305
C 1.130801 2.190700 -2.559102 -0.1 0.0 0.3 -1.043
C 3.857193 0.001174 1.048098 -0.4 -0.3 0.3 -0.753
C -1.869187 -0.111149 -1.834021 -0.5 0.5 0.1 3.023
C -3.180899 0.709359 -1.893064 0.5 0.2 0.1 -1.899
C 1.342852 2.762316 -1.313693 -0.2 0.0 0.5 0.432
C 3.645916 2.969972 -0.956769 0.0 0.3 0.0 -0.943
C -1.978557 -1.037119 -0.609573 0.4 -0.6 -0.6 -1.733
C -1.800832 -0.861831 -3.164674 -0.1 0.4 -0.2 -2.489
C 0.091128 1.273703 -2.733201 0.2 0.2 0.2 -0.147
H -3.353903 1.203172 -0.940104 -0.2 -0.1 0.2 0.371
H 0.748813 -1.038688 2.838177 0.6 0.0 -0.1 0.195
H -0.038159 0.837342 -3.711095 0.0 0.0 -0.1 0.429
H 0.514257 -1.431116 -1.889365 0.0 0.0 -0.2 0.085
H 3.468854 -0.956065 0.707236 -0.1 -0.1 -0.2 0.325
H -1.524837 -3.437668 -2.252397 -0.2 0.0 -0.2 0.419
H 0.953995 -1.299861 -0.210105 -0.1 0.0 -0.1 -0.038
H -0.865260 -4.319411 -0.902853 0.1 -0.2 0.0 0.535
H -2.455797 -1.724206 -3.164718 0.0 -0.2 0.1 0.427
H -0.799544 -1.138855 -3.474384 0.1 -0.3 0.1 0.439
H -2.186738 -0.201856 -3.940444 0.1 0.1 -0.2 0.530
H 4.872764 2.192860 0.607880 0.2 0.0 0.0 0.664
H 3.313987 2.826244 1.164010 0.0 0.2 0.1 -0.142
H 3.786635 2.220689 -1.736511 -0.2 0.0 -0.2 0.331
H -7.331814 -1.874253 1.186402 0.0 0.0 0.0 0.333
H 1.785298 2.456492 -3.374638 0.1 0.0 -0.2 0.525
H 0.984941 -2.868174 -0.979342 0.2 -0.1 -0.1 0.619
H 4.409998 3.728868 -1.099946 0.0 0.2 0.1 0.458
H -1.898599 -0.475791 0.314722 -0.1 0.4 0.0 0.522
H 3.380596 -0.881145 2.965297 0.0 -0.1 0.1 0.418
H -0.341979 -3.455491 1.201394 -0.1 -0.3 0.0 0.441
H -1.040220 0.720252 3.134652 0.0 0.2 0.2 0.232
H 1.097945 0.052125 0.872221 0.4 0.0 0.4 -0.358
H -1.930136 -2.642688 1.439219 -0.1 -0.3 0.1 0.277
H -1.190370 1.343939 0.385176 0.1 0.1 0.1 0.734
H -2.981876 -1.463258 -0.615130 -0.2 0.0 0.0 0.311
H -2.507936 -3.751941 -0.779384 -0.3 0.1 -0.2 0.342
H 0.626585 2.910772 0.716539 0.1 0.1 0.1 0.600
H -3.061922 1.501328 -2.629153 -0.1 0.1 -0.2 0.470
H 4.935872 -0.029737 0.888702 0.2 0.1 0.1 0.493
H -4.023313 0.089338 -2.178977 -0.2 -0.1 0.1 0.395
H -0.428938 -1.741358 1.516295 -0.3 -0.2 0.0 0.087
H 4.373741 0.549468 3.098109 0.0 0.3 0.1 0.464
```
Forces are in eV/Å.

Computed properties:
- total charge = 0
- Kohn-Sham gap (eV) = 8.05
- ΔE to the lowest compared entry with this formula, charge and spin (kcal/mol) = 6.52
- E_tot (eV) = -264380.7954
- highest occupied orbital energy (eV) = -8.42

---

(3)
Entry from the OMol25 dataset: the molecule C10H10N2OS at a distorted geometry (ωB97M-V/def2-TZVPD).

XYZ file:
```
24
Properties=species:S:1:pos:R:3:forces:R:3:mulliken_charge:R:1
S -0.871886 1.369236 1.004310 1.4 -4.5 0.2 0.368
O -1.145992 2.563083 0.309384 -1.0 3.2 -1.7 -0.562
N -1.918784 0.131006 0.315410 -0.6 -0.7 0.0 0.128
N 1.585514 0.562057 2.450668 -0.8 -0.6 -1.4 -0.387
C 2.997689 -0.082861 0.568702 -2.3 0.4 -0.3 -0.480
C -3.397937 -0.726969 -1.112641 -0.6 -2.7 -0.3 -0.461
C -1.974086 -1.240807 0.587886 -1.6 1.8 -1.3 -0.262
C 3.084781 -0.367934 -0.797242 0.5 1.5 0.8 -0.647
C 1.781303 0.399874 1.124796 0.2 -1.6 -3.3 0.681
C 0.788493 0.450248 -1.149521 3.4 -1.2 1.8 -0.429
C 0.643551 0.610977 0.198332 1.1 0.7 2.9 0.020
C -2.781665 0.379936 -0.715466 1.0 4.6 -0.6 -0.338
C -2.946714 -1.784116 -0.250434 2.4 3.6 0.9 -0.709
C 2.031649 -0.061582 -1.620946 -1.9 0.4 -0.5 -0.430
H 4.095929 -0.491513 -1.163456 -0.2 -0.7 -0.4 0.311
H 3.836383 -0.158889 1.201864 0.9 -0.2 0.6 0.380
H -1.347684 -1.534539 1.358125 0.9 -1.3 1.2 0.431
H 0.915579 1.240806 2.534852 -1.7 1.7 1.7 0.132
H -2.761215 1.457447 -1.099716 -0.4 -1.9 0.4 0.321
H 0.088822 0.727944 -1.834620 -2.1 0.6 -1.6 0.562
H 2.230550 0.437037 3.154090 1.7 -0.2 1.2 0.193
H 2.030775 -0.132749 -2.691284 0.7 -0.3 -0.4 0.344
H -3.973328 -0.969823 -2.000810 -0.2 0.7 0.3 0.362
H -2.991731 -2.777880 -0.372284 -0.9 -3.4 -0.4 0.471
```
Forces are in eV/Å.

Computed properties:
- total charge = 0
- Kohn-Sham gap (eV) = 8.76
- ΔE to the lowest compared entry with this formula, charge and spin (kcal/mol) = 86.23
- E_tot (eV) = -26392.2983
- highest occupied orbital energy (eV) = -8.29

---

(4)
Entry from the OMol25 dataset: a cluster of 2 separate species, C6H7Br2N4 in total at a distorted geometry (ωB97M-V/def2-TZVPD).

XYZ file:
```
19
Properties=species:S:1:pos:R:3:forces:R:3:mulliken_charge:R:1
Br -0.395825 3.107401 1.441480 -0.1 -0.8 -0.4 -0.643
Br 0.157245 -3.557862 1.695113 0.2 -0.7 0.6 0.178
N -2.015495 0.883197 -0.448227 1.6 -1.9 0.5 -0.251
N -1.630440 -0.298030 1.509340 -2.9 0.5 -1.4 -0.355
N 2.595976 -0.416913 -1.218431 0.2 0.6 -1.0 -0.402
N 0.117312 0.023530 -0.118971 0.4 0.9 -0.4 0.356
C 0.798131 -1.113251 0.242330 0.7 -0.7 -0.6 1.244
C 0.028193 -2.081881 0.795289 0.6 -0.2 -0.5 -0.887
C 2.183239 -1.250794 -0.351288 -2.7 1.6 0.7 -0.321
C 1.817880 0.643129 -1.644708 2.0 0.1 -1.1 -0.523
C 0.666285 0.922818 -1.015079 -0.7 0.6 -0.2 -0.058
C -1.172023 0.233218 0.359154 -1.6 1.9 1.2 0.319
H -1.219351 -0.525273 2.395066 1.1 0.4 0.0 0.295
H -1.714558 1.035495 -1.370728 0.3 0.3 -1.2 0.234
H 2.296203 1.285059 -2.485650 -1.2 -1.0 1.8 0.331
H -2.691315 -0.172248 1.614182 2.2 -0.3 -0.2 0.247
H -2.819817 1.396374 -0.205938 -0.9 0.5 1.1 0.251
H 0.160789 1.869485 -1.169301 -0.1 -0.1 0.4 0.520
H 2.837573 -1.983455 -0.023633 0.9 -1.6 0.7 0.465
```
Forces are in eV/Å.

Computed properties:
- total charge = +1
- Kohn-Sham gap (alpha / beta) (eV) = 4.19 / 3.13
- ΔE to the lowest compared entry with this formula, charge and spin (kcal/mol) = 126.49
- E_tot (eV) = -152368.4206
- highest occupied orbital energy (alpha / beta) (eV) = -10.74 / -10.75